(1)
17
Properties=species:S:1:pos:R:3:forces:R:3:nbo_charge:R:1 method="wB97M-V/def2-TZVPD" fmax_ev_per_a=3.58 lumo_ev="-9.98 / -15.09" homo_ev="-16.7 / -16.7" charge=+2 s2=0.76 multiplicity=2
O -1.931 1.647 -1.081 -0.8 -0.5 -0.5 -0.0151
C -0.944 1.780 -0.410 3.1 1.5 1.2 0.7681
O -0.708 2.643 0.545 -1.4 -0.3 -1.2 -0.5165
C 0.471 1.066 -0.801 0.5 -3.0 0.3 -0.0475
C 1.546 1.161 0.296 -0.7 0.8 0.7 -0.6623
N 0.218 -0.459 -0.982 0.5 0.1 -0.5 -0.7022
H -1.445 3.303 0.588 0.1 0.0 0.5 0.5713
H 0.784 1.333 -1.809 -0.3 1.0 0.1 0.3016
H 1.318 1.973 1.016 0.3 -0.4 -0.4 0.3040
H 1.610 0.227 0.891 0.0 0.5 -0.4 0.2608
H 2.506 1.425 -0.155 0.0 -0.1 -0.1 0.3107
H 1.063 -0.998 -1.248 0.4 0.8 0.1 0.4816
H -0.371 -0.652 -1.800 -0.8 -0.3 0.5 0.4700
H -0.032 -0.908 -0.092 -0.8 -0.1 -0.3 0.4745
H -0.713 -4.554 2.077 0.0 0.4 0.3 0.4740
H -1.886 -4.882 1.264 -0.3 0.7 0.1 0.4816
O -1.485 -4.106 1.703 0.3 -1.0 -0.5 -0.9545

***

(2)
48
Properties=species:S:1:pos:R:3:forces:R:3:nbo_charge:R:1 method="wB97M-V/def2-TZVPD" fmax_ev_per_a=8.16 lumo_ev=-1.29 homo_ev=-9.8 smiles="CC(C)CC[C@@H]1COS(=O)(=O)C[C@H]1N=C=S.O=S1(=O)CCCC1" charge=0
C -2.464 5.327 0.535 -1.1 0.0 -0.3 -0.6332
C -2.753 3.963 -0.389 0.6 1.3 0.5 -0.2242
C -3.633 4.488 -1.679 -0.9 0.4 0.9 -0.6467
C -1.276 3.360 -0.766 -0.3 0.5 -0.4 -0.4312
C -1.289 1.890 -1.493 0.6 -0.3 0.2 -0.4227
C -1.898 0.669 -0.584 -0.1 -0.3 -0.7 -0.2696
C -3.568 0.609 -0.606 1.3 0.3 0.7 -0.1133
O -3.887 -0.854 -0.499 1.0 0.5 2.5 -0.6520
S -3.526 -1.397 1.083 -4.4 -4.4 4.9 2.0845
O -3.580 -2.962 1.158 1.1 5.7 -1.7 -0.8573
O -4.555 -0.899 2.162 3.8 -0.2 -4.5 -0.8828
C -1.805 -0.826 1.683 1.4 0.9 -0.3 -0.6136
C -1.326 0.591 0.951 -1.7 0.4 0.3 -0.0657
N 0.190 0.821 1.057 3.1 -6.1 -4.4 -0.5180
C 0.878 -0.110 0.311 -3.8 2.3 -0.3 0.2720
S 1.320 -1.185 -0.977 -0.9 3.4 4.4 0.0676
H -1.531 5.199 1.232 -1.8 0.4 -1.4 0.2171
H -2.377 6.278 -0.182 0.1 -2.1 1.6 0.2141
H -3.429 5.510 1.204 2.1 -0.3 -1.3 0.2154
H -3.372 3.247 0.322 1.3 1.3 -1.7 0.2003
H -4.303 3.651 -2.177 1.7 1.7 0.8 0.2152
H -2.983 5.094 -2.458 -1.2 -1.6 1.5 0.2227
H -4.407 5.282 -1.237 1.6 -1.7 -1.0 0.2188
H -0.615 3.410 0.219 -1.3 -0.6 -2.1 0.2253
H -0.773 4.140 -1.512 -1.1 -1.7 1.5 0.2215
H -0.169 1.583 -1.764 -2.4 0.7 0.6 0.2358
H -1.891 1.887 -2.520 1.2 0.2 2.2 0.2235
H -1.560 -0.342 -1.117 -0.8 2.1 1.1 0.2426
H -4.041 1.138 0.326 0.8 -0.9 -1.9 0.2177
H -4.028 1.017 -1.602 1.0 -1.0 2.0 0.2378
H -1.089 -1.733 1.443 -1.5 1.9 0.4 0.2731
H -1.842 -0.587 2.849 -0.4 -1.0 -2.6 0.2910
H -1.808 1.453 1.621 1.1 -1.8 -1.7 0.2317
O 4.926 -1.562 -0.218 -0.2 -0.3 -0.4 -0.9389
S 4.560 -2.879 -0.698 0.0 0.1 -0.3 2.1671
O 3.930 -3.087 -1.986 0.2 0.4 0.4 -0.9426
C 5.987 -3.940 -0.579 0.5 -0.3 0.0 -0.6765
C 5.907 -4.521 0.825 0.1 0.0 0.2 -0.4071
C 4.438 -4.883 1.040 0.0 -0.4 0.1 -0.4026
C 3.599 -3.697 0.566 -0.5 -0.3 0.5 -0.6851
H 6.897 -3.363 -0.754 -0.2 0.1 -0.1 0.2581
H 5.886 -4.723 -1.336 0.0 0.2 0.0 0.2417
H 6.560 -5.391 0.938 -0.1 0.1 0.0 0.2271
H 6.213 -3.768 1.561 0.0 -0.1 -0.1 0.2162
H 4.190 -5.771 0.445 0.0 0.1 0.1 0.2103
H 4.229 -5.121 2.087 0.0 0.0 -0.2 0.2269
H 2.645 -4.023 0.143 0.2 0.3 0.0 0.2580
H 3.424 -2.983 1.374 0.1 0.0 -0.2 0.2497

***

(3)
73
Properties=species:S:1:pos:R:3:forces:R:3:lowdin_charge:R:1 method="wB97M-V/def2-TZVPD" fmax_ev_per_a=2.73 lumo_ev=-1.98 homo_ev=-10.4 charge=+1
Mg 1.659 -0.484 -1.401 -0.8 -0.4 1.6 0.3901
O 0.244 -0.314 -0.189 -0.6 0.3 -0.3 -0.3551
H -0.332 -0.413 0.544 -0.4 -0.2 0.6 -0.0842
C -0.082 3.226 -2.630 -0.1 0.3 -1.2 -0.2156
S 0.060 1.612 -3.471 0.1 -0.1 2.1 0.9705
O 1.030 0.858 -2.573 -0.4 1.7 -2.1 -0.5856
C -1.590 1.003 -3.069 -1.2 0.2 0.1 -0.2402
H -0.323 3.177 -1.573 0.0 -0.4 0.0 0.0639
H -0.820 3.814 -3.183 -0.2 -0.2 0.2 0.0626
H 0.844 3.769 -2.820 0.2 -0.3 0.3 0.0506
H -1.849 0.113 -3.638 0.4 -0.1 -0.1 0.0382
H -2.365 1.740 -3.310 0.4 0.2 -0.5 0.0700
H -1.815 0.817 -2.020 1.0 -0.1 0.2 0.0448
C -1.397 2.834 1.982 -0.8 0.3 0.0 -0.2694
S -0.624 4.083 3.062 0.1 0.2 -0.5 0.8140
O -0.069 5.191 2.210 -0.2 -0.6 0.0 -0.5788
C -2.160 4.765 3.748 0.4 0.2 -0.2 -0.2463
H -2.037 2.261 2.655 0.1 -0.2 -0.1 0.0453
H -0.718 2.176 1.447 0.4 0.1 0.3 0.0159
H -2.036 3.297 1.224 0.1 0.3 0.2 0.0550
H -2.692 5.297 2.960 0.0 -0.2 -0.1 0.0578
H -1.795 5.512 4.452 -0.1 -0.1 0.1 0.0490
H -2.770 4.020 4.251 0.1 -0.1 0.0 0.0558
C 4.077 2.525 -1.869 0.6 -0.7 0.6 -0.2113
S 3.814 1.812 -0.192 -1.3 0.5 -1.5 0.9768
O 2.890 0.647 -0.477 1.4 0.8 0.7 -0.5744
C 2.795 3.181 0.427 0.2 -0.1 0.3 -0.2183
H 4.646 3.444 -1.745 0.0 0.0 -0.3 0.0602
H 3.160 2.636 -2.439 -0.3 0.2 0.5 0.0392
H 4.649 1.752 -2.384 0.3 0.2 0.0 0.0566
H 1.890 3.386 -0.141 0.1 -0.4 -0.3 0.0577
H 3.429 4.069 0.402 0.0 0.0 0.2 0.0675
H 2.508 2.963 1.454 0.1 0.1 0.0 0.0377
C 0.026 -2.079 -5.097 0.7 0.2 0.3 -0.2264
S 0.647 -2.811 -3.547 -1.2 -0.8 -0.7 0.9384
O 0.740 -1.721 -2.531 -0.6 -0.7 -1.1 -0.5850
C -0.928 -3.658 -3.150 0.8 0.0 0.2 -0.2114
H -0.054 -2.850 -5.862 0.0 -0.1 0.1 0.0636
H 0.788 -1.367 -5.419 -0.1 0.1 0.0 0.0570
H -0.928 -1.582 -4.941 0.0 0.0 0.1 0.0455
H -1.225 -4.308 -3.969 0.0 0.1 -0.1 0.0676
H -1.678 -2.904 -2.924 0.0 0.1 -0.1 0.0439
H -0.760 -4.260 -2.259 0.0 0.0 0.0 0.0476
C -3.277 -1.117 -0.868 0.3 -0.3 -0.1 -0.2744
S -3.910 -2.697 -0.210 -0.3 0.3 0.1 0.8431
O -3.115 -3.827 -0.782 0.2 0.5 0.2 -0.5567
C -3.387 -2.399 1.509 0.3 -0.3 -0.5 -0.2496
H -3.641 -0.290 -0.259 -0.2 -0.1 0.0 0.0557
H -3.632 -1.008 -1.892 -0.2 -0.1 0.0 0.0443
H -2.185 -1.097 -0.879 0.1 -0.2 0.2 0.0291
H -3.710 -1.404 1.805 -0.1 0.0 0.1 0.0508
H -2.300 -2.485 1.560 0.0 0.1 0.0 0.0346
H -3.837 -3.173 2.126 -0.1 0.1 0.0 0.0515
C 0.688 -3.552 0.869 -0.1 -0.3 0.0 -0.2221
S 2.214 -3.519 -0.138 -0.6 0.4 0.8 0.9345
O 2.417 -2.078 -0.516 1.1 -0.9 0.4 -0.5780
C 3.357 -3.819 1.245 0.1 0.0 -0.6 -0.2217
H -0.101 -3.011 0.349 0.2 0.0 -0.3 0.0348
H 0.802 -3.112 1.859 0.4 0.2 -0.1 0.0443
H 0.382 -4.592 1.005 0.1 0.0 -0.2 0.0647
H 4.354 -3.987 0.840 0.0 0.2 -0.1 0.0564
H 3.074 -4.723 1.781 -0.2 0.1 0.1 0.0641
H 3.334 -2.921 1.858 0.0 -0.1 0.1 0.0587
C 1.143 0.406 2.758 -0.1 -0.5 0.8 -0.2409
S 0.705 0.269 4.535 -0.2 0.9 -0.1 0.8447
O -0.215 1.417 4.823 0.1 -0.6 -0.2 -0.5803
C -0.290 -1.242 4.390 0.1 0.5 -1.0 -0.2543
H 1.670 -0.509 2.491 0.0 0.0 -0.3 0.0482
H 1.789 1.263 2.597 0.1 0.0 0.3 0.0356
H 0.242 0.534 2.175 -0.1 -0.1 0.0 0.0084
H 0.446 -2.032 4.243 -0.2 -0.3 0.3 0.0401
H -0.913 -1.158 3.494 0.0 0.0 0.0 0.0359
H -0.954 -1.369 5.238 0.4 0.0 0.3 0.0573

***

(4)
23
Properties=species:S:1:pos:R:3:forces:R:3:nbo_charge:R:1 method="wB97M-V/def2-TZVPD" fmax_ev_per_a=4.30 lumo_ev=0.78 homo_ev=-9.7 smiles="CCC(=O)C1(n2cncn2)CC1" charge=0
C 1.893 -2.038 -0.163 -1.4 -1.0 1.1 -0.6052
C 0.652 -1.234 0.255 -0.4 -0.6 -3.5 -0.5010
C 0.900 0.249 -0.007 -0.8 1.3 1.8 0.6015
O 1.953 0.849 -0.035 0.0 -1.2 -0.3 -0.5473
C -0.357 1.102 -0.008 1.8 1.2 0.0 -0.0140
N -1.555 0.344 -0.054 0.0 1.5 -2.4 -0.1713
C -2.260 -0.067 -1.142 -0.8 -2.0 1.6 0.1403
N -3.162 -0.946 -0.673 -0.5 0.3 -2.2 -0.4770
C -2.986 -0.967 0.639 -0.9 -1.3 1.2 0.1302
N -2.013 -0.214 1.027 0.7 0.6 2.6 -0.2787
C -0.226 2.461 -0.715 2.5 0.3 0.3 -0.3843
C -0.420 2.456 0.765 2.2 -2.1 -2.9 -0.3522
H 2.280 -1.662 -1.068 0.6 0.2 -1.1 0.2134
H 1.612 -3.094 -0.240 0.0 0.1 -0.4 0.2093
H 2.654 -2.062 0.590 0.6 0.5 0.5 0.2149
H 0.410 -1.400 1.285 -0.5 0.1 0.5 0.2553
H -0.300 -1.560 -0.466 2.5 0.7 2.1 0.2182
H -2.049 0.018 -2.198 0.2 0.6 0.3 0.2271
H -3.529 -1.595 1.390 0.4 0.7 -1.1 0.2067
H -1.075 2.686 -1.265 -1.4 0.7 -1.1 0.2125
H 0.794 2.877 -1.150 -2.3 -1.6 1.0 0.2586
H 0.299 2.799 1.430 1.5 0.1 0.9 0.2318
H -1.359 2.614 1.032 -4.0 0.8 1.4 0.2112